Density functional theory data (the ωB97M-V functional and the def2-TZVPD basis) for the molecule C20H18F2N4O6S.

CARTESIAN COORDINATES (ANGSTROEM)
C (0.232, 1.811, -5.795)
H (-0.035, 1.939, -6.842)
O (-0.891, 1.219, -5.186)
C (-0.854, 0.972, -3.850)
C (0.233, 1.217, -3.018)
C (0.153, 0.924, -1.667)
C (-1.000, 0.373, -1.120)
C (-2.086, 0.119, -1.955)
C (-2.012, 0.422, -3.297)
H (-2.849, 0.232, -3.951)
H (-2.981, -0.333, -1.562)
N (-0.994, 0.064, 0.253)
S (0.319, -0.854, 0.749)
O (-0.068, -1.709, 1.819)
O (1.388, 0.073, 1.028)
C (0.765, -1.850, -0.684)
C (1.990, -1.964, -1.252)
N (2.144, -2.809, -2.314)
C (1.142, -3.590, -2.869)
O (1.340, -4.309, -3.810)
N (-0.070, -3.451, -2.243)
C (-0.360, -2.628, -1.161)
O (-1.476, -2.589, -0.700)
H (-0.834, -4.011, -2.606)
H (3.057, -2.904, -2.743)
C (3.220, -1.246, -0.828)
H (3.631, -0.687, -1.668)
H (2.999, -0.567, -0.011)
H (3.971, -1.965, -0.501)
C (-2.225, -0.155, 0.977)
H (-3.018, 0.436, 0.512)
C (-2.145, 0.277, 2.444)
O (-3.062, 0.053, 3.198)
N (-1.012, 0.955, 2.768)
C (-0.571, 1.333, 4.035)
C (-1.393, 1.336, 5.159)
C (-0.890, 1.740, 6.382)
C (0.427, 2.146, 6.495)
C (1.250, 2.140, 5.375)
C (0.759, 1.737, 4.150)
H (1.416, 1.717, 3.294)
F (2.534, 2.528, 5.474)
F (0.906, 2.544, 7.689)
H (-1.514, 1.745, 7.261)
H (-2.416, 1.012, 5.070)
H (-0.307, 1.032, 2.046)
H (-2.519, -1.210, 0.963)
H (0.993, 1.128, -1.022)
H (1.144, 1.646, -3.403)
H (1.115, 1.168, -5.724)
H (0.457, 2.789, -5.358)

- multiplicity = 1
- HOMO-LUMO gap (eV) = 8.25
- charge = 0
- LUMO energy (eV) = -0.1469
- HOMO energy (eV) = -8.4
- SMILES string = COc1ccc(N(CC(=O)Nc2ccc(F)c(F)c2)S(=O)(=O)c2c(C)[nH]c(=O)[nH]c2=O)cc1
- largest force on an atom (eV Å⁻¹) = 0.983